Record 1
# C5H7NO

An isolated molecule of C5H7NO (ωB97M-V/def2-TZVPD, the Open Molecules 2025 dataset).

Values from the calculation:
E_LUMO   0.620 eV
ΔE to the lowest compared entry with this formula, charge and spin   88.2 kcal per mole
HOMO energy   -0.3190 Eh
Electronic energy   -8832.3769 eV

The geometry in XYZ format:
```
14
Properties=species:S:1:pos:R:3:forces:R:3
C -0.2639 -0.1605 0.9354 -0.31 0.09 -0.18
C 0.1252 0.4201 -0.3853 0.27 0.26 -0.01
N 0.2603 -1.3849 1.4531 -0.08 0.07 -0.14
H 1.7835 -0.4612 -1.3350 -0.05 -0.08 -0.15
H 0.5746 0.1878 -2.4629 0.08 -0.05 0.05
O -0.7710 1.9815 0.9648 0.03 0.02 0.23
H 0.3166 -2.1128 0.7481 -0.09 0.14 0.13
C -0.2891 1.6865 -0.3080 0.26 -0.06 -0.21
H 0.2907 -1.3537 -1.6431 -0.02 0.29 0.17
C -0.7117 0.9421 1.8147 0.03 0.07 -0.54
C 0.7114 -0.3457 -1.5207 0.14 0.07 -0.11
H -1.3316 -0.1450 0.5485 -0.60 -0.91 0.77
H -0.4025 2.4687 -1.0467 0.15 -0.08 0.16
H -0.2924 -1.7231 2.2371 0.17 0.17 -0.17
```
Positions in Å, forces in eV/Å.

Here are the Löwdin charges for atoms 1 to 8, given in e: -0.4176, -0.2376, 0.0750, 0.0897, 0.0817, -0.0732, 0.0731, -0.0737

Record 2
# C5H7NO

C5H7NO as an isolated structure (ωB97M-V/def2-TZVPD, the Open Molecules 2025 dataset).

Values from the calculation:
E_LUMO   1.021 eV
ΔE to the lowest compared entry with this formula, charge and spin   42.9 kcal per mole
HOMO energy   -0.3650 Eh
Electronic energy   -8834.3434 eV

The geometry in XYZ format:
```
14
Properties=species:S:1:pos:R:3:forces:R:3
H 0.3902 1.5354 -1.3197 -0.01 -0.13 0.15
H -2.3605 -0.5704 -0.0177 0.15 0.00 -0.01
H -0.2642 1.0022 1.5403 -0.15 0.02 -0.12
O 0.9259 -1.2829 -0.4993 0.10 0.00 0.09
H -1.1238 -1.3126 1.0271 -0.08 0.11 -0.09
C 1.4216 -0.0552 -0.1106 0.32 0.26 0.33
C 0.2355 0.7303 -0.6017 0.08 0.14 -0.11
N 2.4144 0.2489 0.5928 -0.23 -0.22 -0.24
C -0.7596 0.8719 0.5747 -0.07 0.11 0.15
C -1.3050 -0.5512 0.2642 -0.12 -0.11 0.04
C -0.3256 -0.6679 -0.9195 -0.28 -0.08 -0.19
H -0.6573 -1.0332 -1.8926 0.09 0.05 0.17
H -1.4965 1.6662 0.4421 0.07 -0.13 -0.04
H 2.9049 -0.5813 0.9198 0.14 -0.03 -0.13
```
Positions in Å, forces in eV/Å.

Here are the Löwdin charges for atoms 1 to 8, given in e: 0.1458, 0.1086, 0.1102, 0.0332, 0.1159, -0.4320, -0.1417, 0.1706

Record 3
# C5H7NO

An isolated molecule of C5H7NO (ωB97M-V/def2-TZVPD, the Open Molecules 2025 dataset).

Values from the calculation:
E_LUMO   0.426 eV
ΔE to the lowest compared entry with this formula, charge and spin   90.9 kcal per mole
HOMO energy   -0.2886 Eh
Electronic energy   -8832.2621 eV

The geometry in XYZ format:
```
14
Properties=species:S:1:pos:R:3:forces:R:3
H 0.5819 -0.4925 2.2901 0.07 0.01 -0.11
H -1.6239 -0.5974 -2.0349 0.12 0.07 0.09
H -2.3229 -1.3391 0.4446 0.05 0.03 0.12
H 1.9715 0.4640 1.6570 -0.11 -0.09 -0.04
C 1.1515 -0.2076 1.4034 0.10 -0.10 0.07
N 0.2791 0.4977 0.4453 0.04 0.16 0.04
H 1.5501 -1.0935 0.9110 -0.03 0.07 0.02
C -0.8491 -0.2580 -0.0586 0.17 0.13 -0.30
C 0.2719 0.6703 -1.8026 0.23 0.19 0.04
C 1.0863 1.0999 -0.8017 -0.50 -0.23 -0.17
O -1.6063 -0.8685 0.8890 -0.13 -0.05 -0.14
H -0.0612 1.3527 0.8897 0.00 0.00 -0.04
H 0.4487 0.9198 -2.8445 0.04 -0.07 0.18
C -0.8775 -0.1479 -1.3876 -0.06 -0.12 0.24
```
Positions in Å, forces in eV/Å.

Here are the Löwdin charges for atoms 1 to 8, given in e: 0.0902, 0.1070, 0.1206, 0.0893, -0.0271, -0.1504, 0.1048, -0.3670

Record 4
# C5H7NO

An isolated molecule of C5H7NO (ωB97M-V/def2-TZVPD, the Open Molecules 2025 dataset).

Values from the calculation:
E_LUMO   0.326 eV
ΔE to the lowest compared entry with this formula, charge and spin   51.9 kcal per mole
HOMO energy   -0.3346 Eh
Electronic energy   -8833.9540 eV

The geometry in XYZ format:
```
14
Properties=species:S:1:pos:R:3:forces:R:3
O 0.5111 -3.4509 0.5889 0.00 1.75 -0.03
H -0.2558 2.4548 -0.3226 0.15 -0.22 -0.14
H -1.0991 0.4755 -1.8132 0.06 0.02 -0.09
H -0.1964 -1.0410 -1.6579 -0.09 0.10 0.13
H 1.3219 1.9739 0.3406 -0.02 0.16 -0.13
N -1.0003 -1.6240 0.7940 -0.18 -0.96 0.31
C -0.1126 -2.4458 0.6756 -0.02 -4.72 -0.29
H 0.2080 -0.3279 2.0486 0.05 -0.11 -0.14
H -0.1168 2.0215 1.3611 0.15 -0.15 -0.11
C 0.2484 1.7659 0.3605 0.28 0.28 0.41
C -0.1779 0.0265 -1.4316 -0.48 -0.32 0.14
H 0.6646 0.4551 -1.9860 -0.12 0.13 0.16
C -0.0213 0.3278 0.0290 1.66 0.21 0.53
C 0.0261 -0.6113 1.0130 -1.43 3.83 -0.73
```
Positions in Å, forces in eV/Å.

Here are the Löwdin charges for atoms 1 to 8, given in e: 0.1526, 0.0827, 0.0908, 0.0757, 0.0886, 0.1475, -0.3940, 0.1238

Record 5
# C5H7NO

An isolated molecule of C5H7NO (ωB97M-V/def2-TZVPD, the Open Molecules 2025 dataset).

Values from the calculation:
E_LUMO (spin up / spin down)   -0.871 / -0.455 eV
ΔE to the lowest compared entry with this formula, charge and spin   147.6 kcal per mole
HOMO energy (spin up / spin down)   -0.3012 / -0.3117 Eh
Electronic energy   -8829.8012 eV

The geometry in XYZ format:
```
14
Properties=species:S:1:pos:R:3:forces:R:3
C -1.9409 -1.5529 -0.2937 -0.02 -0.15 -0.10
C -1.2987 -0.4509 -0.5959 -0.13 -0.67 0.18
N -1.2368 1.7787 0.3842 0.00 -0.57 0.20
H -0.5392 2.4342 0.7334 0.03 -0.09 -0.03
C 1.5508 -0.4693 0.5872 0.21 -0.32 -0.01
H 0.2844 -0.2458 -1.1428 -0.06 0.17 -0.16
H -2.2217 -2.2797 -1.0497 0.11 0.02 0.05
H 1.0738 -1.3935 0.8812 -0.03 0.07 0.11
C 0.8476 0.4333 -0.1816 -0.80 0.55 0.45
H 2.6122 -0.3595 0.7744 -0.01 -0.02 -0.06
C -0.7345 0.6532 0.1022 1.01 1.34 -0.51
H -2.2149 -1.7891 0.7362 -0.07 0.13 -0.10
H 2.3775 1.6171 -0.3526 -0.09 -0.09 -0.05
O 1.4403 1.6241 -0.5824 -0.17 -0.37 0.04
```
Positions in Å, forces in eV/Å.

Here are the Löwdin charges for atoms 1 to 8, given in e: -0.0020, -0.0935, 0.1662, 0.0640, 0.1047, 0.1984, 0.0539, 0.0731

Record 6
# C5H7NO

C5H7NO as an isolated structure (ωB97M-V/def2-TZVPD, the Open Molecules 2025 dataset).

Values from the calculation:
E_LUMO   0.426 eV
ΔE to the lowest compared entry with this formula, charge and spin   143.3 kcal per mole
HOMO energy   -0.3237 Eh
Electronic energy   -8829.9904 eV

The geometry in XYZ format:
```
14
Properties=species:S:1:pos:R:3:forces:R:3
H -0.7865 -2.6198 1.4445 0.11 -0.02 -0.04
H -0.2484 2.4025 0.8984 0.12 -0.27 0.07
C -0.1945 -0.5075 1.1903 -0.20 0.25 -0.04
C -0.1416 0.4334 0.0662 0.18 0.05 -0.03
N 0.9658 -1.3566 1.5069 0.22 0.07 -0.05
C 0.1752 1.8560 -1.3249 0.02 0.11 -0.44
H -0.1285 -2.1725 -0.2173 0.00 0.01 0.16
C -0.2450 0.5059 -1.2479 0.03 0.16 0.45
H 1.7014 -1.1867 0.8246 -0.10 0.00 0.06
O 0.4342 1.8488 0.4793 -0.21 0.16 0.10
C -0.1923 -1.9412 0.8432 -0.27 -0.17 -0.12
H -0.5413 2.6693 -1.4617 0.02 -0.15 0.03
H -0.7362 -0.1677 2.0736 0.08 -0.11 -0.16
H 1.1768 2.1214 -1.6568 -0.01 -0.09 0.00
```
Positions in Å, forces in eV/Å.

Here are the Löwdin charges for atoms 1 to 8, given in e: 0.1002, 0.1152, -0.3022, -0.2499, 0.0311, -0.0031, 0.1062, -0.0332

Record 7
# C5H7NO

C5H7NO as an isolated structure (ωB97M-V/def2-TZVPD, the Open Molecules 2025 dataset).

Values from the calculation:
E_LUMO (spin up / spin down)   -1.392 / -0.948 eV
ΔE to the lowest compared entry with this formula, charge and spin   136.0 kcal per mole
HOMO energy (spin up / spin down)   -0.2989 / -0.3174 Eh
Electronic energy   -8830.3040 eV

The geometry in XYZ format:
```
14
Properties=species:S:1:pos:R:3:forces:R:3
N 1.3800 -0.4066 -0.4628 -4.46 2.60 -0.21
H 0.0032 2.0217 0.0114 0.06 -0.30 0.75
H -0.4687 -0.4261 1.5065 0.72 -0.81 1.44
H -1.9179 0.6382 1.6765 -0.70 1.05 1.77
C -1.1989 0.4690 -0.9719 -1.79 -0.71 -2.63
H 0.8334 -1.1981 -0.7782 0.47 -0.18 0.12
H 2.9952 -1.3412 -0.2382 1.02 -2.43 -0.46
H -2.5415 -1.1130 -0.4639 -0.75 -0.87 0.61
O 3.2369 0.2998 0.6972 0.25 1.95 1.34
C -1.1651 0.2338 1.0864 -0.79 -1.91 -0.79
C 2.5329 -0.4542 0.0894 1.56 -0.76 -0.28
H -1.3282 0.5944 -2.0972 0.67 0.03 1.77
C -0.5133 1.0654 0.0823 3.09 1.51 -2.13
C -1.8481 -0.3831 -0.1374 0.66 0.83 -1.31
```
Positions in Å, forces in eV/Å.

Here are the Löwdin charges for atoms 1 to 8, given in e: 0.1450, 0.1237, 0.0945, 0.0966, -0.1222, 0.0657, 0.1014, 0.0940

Record 8
# C5H7NO

An isolated molecule of C5H7NO (ωB97M-V/def2-TZVPD, the Open Molecules 2025 dataset).

Values from the calculation:
SMILES   C#CCCNC=O
E_LUMO   0.885 eV
ΔE to the lowest compared entry with this formula, charge and spin   45.5 kcal per mole
HOMO energy   -0.3585 Eh
Electronic energy   -8834.2284 eV

The geometry in XYZ format:
```
14
Properties=species:S:1:pos:R:3:forces:R:3
C -0.4254 -1.4454 0.1789 0.23 -0.20 0.43
H -0.7818 -1.1998 -1.8976 -0.04 0.09 0.17
H -0.6574 1.3245 0.9961 0.07 -0.01 -0.05
H -2.0591 -0.6004 -0.8488 0.24 0.02 0.06
O 1.5179 0.8906 2.0533 -0.08 0.21 -0.42
C -0.3080 0.7284 -0.9913 0.06 0.07 -0.17
C 1.2931 0.9358 0.8633 0.01 0.06 0.16
H -0.9948 1.4363 -1.4633 0.09 -0.12 -0.03
H 0.5943 0.6871 -1.6106 -0.12 -0.01 0.11
C -0.9682 -0.6837 -0.9475 0.01 0.04 0.01
C 0.0824 -1.8826 1.1793 -0.22 0.11 -0.41
H 0.5442 -2.2204 2.0816 -0.10 -0.04 -0.19
H 2.0834 0.7796 0.1026 -0.14 -0.10 0.07
N 0.0793 1.2500 0.3038 -0.01 -0.13 0.26
```
Positions in Å, forces in eV/Å.

Here are the Löwdin charges for atoms 1 to 8, given in e: -0.1508, 0.1119, 0.1455, 0.1126, 0.0152, -0.1966, -0.3869, 0.1135